Record 1
{"formula": "C4H11NO", "method": "ωB97M-V/def2-TZVPD", "symbols": ["O", "N", "C", "C", "C", "C", "H", "H", "H", "H", "H", "H", "H", "H", "H", "H", "H"], "xyz": [[-2.24630, 1.00302, -0.56316], [2.35006, -0.93323, 0.06107], [1.00339, -1.33624, -0.39370], [-0.15391, 0.68487, 0.74585], [-0.11366, -0.84284, 0.52299], [-0.92069, 1.47641, -0.32063], [-0.41549, 1.57049, -1.28925], [-0.99371, 2.49724, 0.06076], [0.82549, -0.91059, -1.38186], [-2.12351, 0.19236, -1.07607], [1.04198, -2.42210, -0.39328], [2.44068, -0.86978, 1.05551], [2.71997, -0.10368, -0.36254], [-0.74031, 0.79507, 1.66488], [0.82773, 1.10628, 0.93570], [-0.07605, -1.36295, 1.48337], [-1.05577, -1.15355, 0.06113]], "atomic_forces_ev_per_a": [[0.5, -0.3, 0.1], [0.0, -0.4, -0.7], [0.8, 0.7, 1.0], [-1.1, -0.9, 0.2], [0.0, 0.2, -0.4], [0.3, 0.5, 0.0], [0.3, -0.2, 0.1], [-0.3, 0.0, -0.1], [0.2, -0.4, -0.2], [-0.4, 0.2, 0.1], [-0.5, -0.1, -0.5], [-0.1, 0.0, 0.4], [-0.1, 0.3, -0.1], [0.1, 0.3, 0.0], [0.2, 0.1, -0.1], [0.1, 0.1, 0.0], [-0.1, -0.1, 0.2]], "lowdin_charge": [-0.073, -0.014, -0.272, -0.185, -0.212, -0.270, 0.113, 0.112, 0.109, 0.074, 0.098, 0.055, 0.052, 0.111, 0.100, 0.108, 0.096], "smiles": "NCCCCO", "homo_lumo_gap_ev": 10.04, "e_lumo_ev": 0.9, "total_energy_ha": -288.97628}



Record 2
{"formula": "C6H10O", "method": "ωB97M-V/def2-TZVPD", "symbols": ["O", "C", "C", "C", "C", "C", "C", "H", "H", "H", "H", "H", "H", "H", "H", "H", "H"], "xyz": [[-2.00824, -0.10604, -0.76130], [-1.30698, -1.19309, -0.12644], [1.89611, -0.59333, -0.14471], [-0.02897, 1.36967, -0.57067], [-1.32969, 0.84622, 0.06584], [-0.55139, -0.23743, 0.81701], [0.78793, 0.36415, 0.32861], [1.18249, 0.97368, 1.15092], [-0.05060, 1.24620, -1.65965], [2.13499, -0.52498, -1.20817], [-2.00120, 1.54009, 0.57666], [1.62463, -1.63505, 0.07158], [2.84810, -0.40249, 0.36880], [-0.72470, -1.78379, -0.84782], [0.20158, 2.41394, -0.34035], [-0.66680, -0.41493, 1.89041], [-2.00727, -1.86283, 0.38928]], "atomic_forces_ev_per_a": [[-0.1, 0.0, -0.1], [0.1, -0.3, 0.1], [0.2, 0.1, 0.0], [0.0, 0.1, 0.0], [-0.1, 0.4, 0.2], [0.1, -0.2, 0.3], [0.0, 0.0, 0.1], [-0.1, -0.2, -0.1], [0.2, -0.2, 0.2], [-0.3, 0.0, 0.0], [0.0, 0.0, -0.3], [0.0, 0.2, -0.1], [-0.3, 0.0, 0.0], [0.0, 0.2, 0.2], [0.0, -0.1, -0.1], [0.0, -0.1, -0.2], [0.1, 0.1, -0.1]], "lowdin_charge": [-0.081, -0.129, -0.060, -0.064, -0.280, -0.183, -0.284, 0.129, 0.118, 0.071, 0.146, 0.072, 0.068, 0.118, 0.104, 0.138, 0.116], "homo_lumo_gap_ev": 10.48, "e_lumo_ev": 1.1, "total_energy_ha": -309.78065}



Computed ΔE to the lowest compared entry with this formula, charge and spin (kcal/mol) in order:
25.6 38.7
Computed F_max (hartree/bohr) in order:
0.0290 0.0085
Computed E_HOMO (hartree) in order:
-0.3347 -0.3457